DFT (ωB97M-V/def2-TZVPD) results for C3H5F3P as an isolated structure.

The geometry in XYZ format:
```
12
Properties=species:S:1:pos:R:3:forces:R:3:mulliken_charge:R:1
C 0.2478 -0.0077 0.6102 -2.9 0.4 4.9 0.1184
C -1.0985 0.1053 1.9762 5.2 -1.0 -2.7 -0.4851
C 0.1939 -0.2490 -0.8243 -2.1 -0.9 1.5 -0.8835
F -0.0502 1.0889 4.4645 -0.6 -1.4 -1.6 -0.1823
F -1.3788 -0.9273 4.4707 1.5 0.9 -1.4 -0.1800
F 1.0362 -0.8563 3.7527 -1.5 0.5 -0.8 -0.1614
P -0.3525 -0.1634 3.5505 -0.6 0.5 1.6 1.0355
H 1.1821 0.3581 1.1288 -0.9 -0.5 -0.9 0.3111
H -2.0914 -0.3589 1.9170 0.5 0.1 -0.4 0.3880
H -0.2695 -1.1967 -1.1449 -0.1 -0.4 0.8 0.3682
H 1.1100 -0.2771 -1.3465 1.0 1.0 -0.5 0.3501
H -0.6947 0.3251 -1.1329 0.5 0.7 -0.6 0.3211
```
Positions in Å, forces in eV/Å.

Calculated values
Highest occupied orbital energy (alpha / beta) in eV: -14.8 / -14.8
E in eV: -20623.818
F_max in Eh/bohr: 0.11529
Gap between HOMO and LUMO (alpha / beta) in hartree: 0.2972 / 0.2972
Charge: +1